[1]
Density functional theory data (ωB97M-V/def2-TZVPD) for C17H22I2N4OPt as an isolated structure.

```
47
Properties=species:S:1:pos:R:3:lowdin_charge:R:1
Pt -0.501 0.612 1.035 1.201
I 5.449 -3.766 2.764 1.518
C 3.737 -2.976 2.102 -0.666
C 2.822 -3.764 1.388 -0.185
C 1.642 -3.220 0.938 -0.600
I 0.328 -4.392 -0.069 1.299
C 1.315 -1.794 1.214 -0.295
O 0.200 -1.369 0.846 -0.144
C 2.321 -0.976 1.941 -0.095
C 2.123 0.505 2.205 -0.095
N 0.717 0.772 2.621 -0.187
C 0.441 2.074 3.318 -0.070
C 0.027 3.107 2.309 -0.235
C 0.242 4.453 2.502 0.044
C -0.180 5.358 1.535 0.043
C -0.768 4.867 0.378 0.018
C -0.946 3.507 0.241 -0.085
N -0.599 2.629 1.197 -0.075
C 3.449 -1.574 2.368 -0.031
H 3.047 -4.806 1.196 0.113
H 2.340 1.085 1.307 0.149
H 2.812 0.825 2.988 0.148
H 0.459 0.041 3.285 0.149
H 1.305 2.393 3.901 0.150
H -0.381 1.883 4.012 0.156
H 0.737 4.794 3.401 0.148
H -0.030 6.421 1.674 0.148
H -1.078 5.527 -0.420 0.140
H -1.360 3.106 -0.666 0.091
H 4.189 -1.004 2.918 0.131
N -3.884 -0.259 -2.714 0.084
C -2.962 -1.335 -2.210 -0.068
C -1.745 -0.735 -1.520 -0.157
N -2.102 0.185 -0.397 -0.168
C -2.995 1.247 -0.946 -0.168
C -4.249 0.687 -1.604 -0.061
H -4.734 -0.682 -3.104 0.206
H -3.451 0.251 -3.491 0.201
H -2.657 -1.950 -3.056 0.157
H -3.551 -1.953 -1.531 0.153
H -1.130 -0.169 -2.223 0.146
H -1.141 -1.555 -1.137 0.081
H -2.681 -0.345 0.259 0.131
H -2.421 1.831 -1.665 0.124
H -3.319 1.901 -0.137 0.140
H -4.852 1.493 -2.019 0.161
H -4.865 0.127 -0.899 0.155
```

Computed properties:
- Charge: +4
- Energy above the lowest of the compared OMol25 structures with the same formula, charge and spin: 0.000 eV
- Frontier orbital gap (alpha / beta): 5.57 / 5.63 eV
- E: -1668.4392 Eh
- Strongest force on any atom: 0.79 eV Å⁻¹

=====

[2]
Density functional theory data (ωB97M-V/def2-TZVPD) for C17H22MnN8O5S as an isolated structure.

```
54
Properties=species:S:1:pos:R:3:lowdin_charge:R:1
Mn -0.777 0.236 0.640 0.636
N -0.389 0.022 2.695 0.010
C 0.941 -0.567 3.018 -0.165
C 2.070 0.287 2.469 -0.059
C 2.106 0.233 0.966 -0.525
O 3.067 -0.039 0.303 0.131
O 0.943 0.563 0.368 -0.131
H -0.529 0.848 3.271 0.111
H -1.098 -0.641 2.999 0.098
H 0.972 -1.564 2.582 0.118
H 1.038 -0.668 4.099 0.138
H 3.030 -0.055 2.850 0.142
H 1.941 1.330 2.777 0.140
C -0.135 0.210 -4.373 0.006
N 0.075 1.312 -3.436 -0.092
C 0.834 2.441 -3.679 0.017
C 0.799 3.196 -2.571 0.014
N 0.004 2.524 -1.636 0.040
C -0.414 1.357 -2.193 -0.574
S -1.350 0.093 -1.532 0.935
C -0.422 3.092 -0.408 -0.195
C -0.283 4.462 -0.226 0.041
C -0.740 5.043 0.940 0.009
C -1.357 4.244 1.890 0.004
C -1.449 2.897 1.635 -0.075
N -0.972 2.307 0.522 0.051
H 0.326 0.479 -5.318 0.107
H -1.200 0.050 -4.523 0.101
H 0.324 -0.696 -3.982 0.100
H 1.341 2.599 -4.614 0.147
H 1.287 4.129 -2.374 0.133
H 0.146 5.087 -0.992 0.119
H -0.635 6.109 1.088 0.136
H -1.766 4.650 2.804 0.132
H -1.935 2.245 2.344 0.090
O -3.135 0.422 3.137 0.029
N -3.505 0.236 2.026 -0.135
O -2.756 0.314 1.022 -0.178
C -2.239 -4.006 0.194 0.034
N -0.809 -3.786 -0.055 -0.018
C -0.023 -4.765 -0.588 0.002
C 1.284 -4.561 -0.851 0.038
C 1.811 -3.273 -0.540 -0.322
N 1.029 -2.327 -0.003 0.212
C -0.243 -2.574 0.217 -0.456
O -1.010 -1.680 0.736 -0.141
N 3.077 -2.947 -0.757 0.219
H -2.445 -5.067 0.095 0.103
H -2.837 -3.448 -0.524 0.109
H -2.490 -3.682 1.200 0.104
H -0.514 -5.708 -0.783 0.147
H 1.894 -5.345 -1.272 0.128
H 3.734 -3.607 -1.137 0.134
H 3.386 -2.011 -0.522 0.100
```

Computed properties:
- Charge: +2
- Spin multiplicity: 2
- Energy above the lowest of the compared OMol25 structures with the same formula, charge and spin: 0.096 eV
- Frontier orbital gap (alpha / beta): 6.22 / 5.90 eV
- Expectation value of S²: 0.869
- E: -3023.9045 Eh
- Strongest force on any atom: 2.23 eV Å⁻¹

=====

[3]
Density functional theory data (ωB97M-V/def2-TZVPD) for one molecule with the formula C17H22N2O3S3.

```
47
Properties=species:S:1:pos:R:3:lowdin_charge:R:1
C -7.027 -0.866 -1.133 -0.418
H -7.223 0.097 -0.668 0.033
H -7.923 -1.477 -1.119 0.025
H -6.679 -0.733 -2.153 0.032
S -5.766 -1.751 -0.175 0.786
C -4.401 -0.554 -0.377 -0.507
C -3.206 -0.974 0.462 -0.217
H -3.492 -1.006 1.515 0.125
C -2.056 0.029 0.281 -0.315
N -2.468 1.345 0.712 -0.078
S -1.841 2.594 -0.187 0.590
O -2.107 2.284 -1.561 -0.300
O -2.333 3.811 0.373 -0.272
C -0.088 2.520 0.055 -0.606
C 0.639 3.099 1.047 -0.136
C 2.014 2.798 0.943 -0.155
C 2.292 1.998 -0.119 -0.373
S 0.883 1.591 -1.015 1.059
H 3.242 1.614 -0.431 0.056
H 2.757 3.163 1.628 0.107
H 0.196 3.719 1.804 0.121
H -2.308 1.483 1.703 0.122
H -1.812 0.116 -0.784 0.132
C -0.827 -0.412 1.085 -0.481
O -0.524 0.143 2.123 0.076
N -0.163 -1.458 0.567 0.085
H -0.418 -1.798 -0.346 0.142
C 1.024 -2.013 1.187 -0.115
C 2.295 -1.565 0.509 -0.220
C 3.309 -0.960 1.235 -0.034
C 4.480 -0.562 0.614 -0.056
C 4.659 -0.744 -0.751 -0.298
C 3.636 -1.342 -1.477 -0.044
C 2.473 -1.753 -0.856 -0.049
H 1.699 -2.228 -1.442 0.111
H 3.757 -1.491 -2.541 0.115
C 5.924 -0.319 -1.432 -0.049
H 6.534 -1.192 -1.664 0.085
H 6.507 0.344 -0.797 0.076
H 5.705 0.191 -2.368 0.080
H 5.261 -0.097 1.198 0.114
H 3.183 -0.799 2.296 0.118
H 1.019 -1.679 2.227 0.123
H 0.949 -3.106 1.161 0.132
H -2.877 -1.972 0.167 0.112
H -4.138 -0.516 -1.435 0.087
H -4.756 0.427 -0.061 0.080
```

Computed properties:
- Energy above the lowest of the compared OMol25 structures with the same formula, charge and spin: 0.000 eV
- Frontier orbital gap: 8.99 eV
- E: -2190.8060 Eh
- SMILES: CSCC[C@@H](NS(=O)(=O)c1cccs1)C(=O)NCc1ccc(C)cc1
- Strongest force on any atom: 0.84 eV Å⁻¹

=====

[4]
Density functional theory data (ωB97M-V/def2-TZVPD) for one molecule with the formula C17H22N2O4.

```
45
Properties=species:S:1:pos:R:3:lowdin_charge:R:1
C -4.259 -2.872 1.744 -0.108
C -2.902 -2.817 1.051 -0.256
C -3.006 -2.665 -0.466 -0.175
C -3.573 -1.313 -0.899 -0.164
H -4.582 -1.161 -0.512 0.123
H -3.584 -1.254 -1.993 0.126
O -2.808 -0.228 -0.381 -0.028
C -1.682 0.084 -1.050 -0.433
O -1.353 -0.479 -2.073 0.099
C -0.909 1.166 -0.446 -0.033
C -1.266 1.913 0.624 -0.204
N -0.446 2.941 1.019 0.159
C 0.570 3.484 0.235 -0.560
O 1.103 4.525 0.548 0.070
N 0.840 2.789 -0.889 0.144
H 1.619 3.130 -1.432 0.163
C 0.429 1.419 -1.116 -0.200
C 1.444 0.413 -0.600 -0.169
C 1.662 -0.769 -1.291 -0.023
C 2.556 -1.718 -0.827 -0.012
C 3.260 -1.490 0.350 -0.278
C 3.043 -0.302 1.050 0.006
C 2.145 0.633 0.581 -0.014
H 1.999 1.547 1.138 0.112
H 3.595 -0.135 1.961 0.118
O 4.169 -2.344 0.898 -0.086
C 4.446 -3.550 0.228 -0.093
H 4.852 -3.370 -0.773 0.095
H 5.196 -4.057 0.834 0.092
H 3.556 -4.182 0.151 0.095
H 2.696 -2.625 -1.393 0.102
H 1.110 -0.958 -2.200 0.111
H 0.308 1.268 -2.195 0.154
H -0.712 3.508 1.812 0.154
C -2.507 1.738 1.436 0.004
H -3.388 1.829 0.805 0.096
H -2.558 2.483 2.227 0.083
H -2.531 0.745 1.879 0.088
H -2.013 -2.770 -0.906 0.111
H -3.646 -3.448 -0.877 0.118
H -2.355 -3.737 1.267 0.106
H -2.319 -1.985 1.452 0.100
H -4.131 -3.061 2.807 0.069
H -4.795 -1.933 1.631 0.064
H -4.868 -3.671 1.326 0.074
```

Computed properties:
- Energy above the lowest of the compared OMol25 structures with the same formula, charge and spin: 0.746 eV
- Frontier orbital gap: 8.97 eV
- E: -1071.5142 Eh
- SMILES: CCCCOC(=O)C1=C(C)NC(=O)N[C@H]1c1ccc(OC)cc1
- Strongest force on any atom: 0.73 eV Å⁻¹

=====

[5]
Density functional theory data (ωB97M-V/def2-TZVPD) for one molecule with the formula C17H22N2O5.

```
46
Properties=species:S:1:pos:R:3:lowdin_charge:R:1
C 2.276 -5.455 4.419 -0.060
C 1.599 -4.246 5.048 -0.212
H 0.895 -4.547 5.826 0.123
H 2.348 -3.564 5.462 0.121
O 0.810 -3.535 4.088 0.001
C 1.440 -2.654 3.311 -0.482
O 2.610 -2.387 3.392 0.124
C 0.483 -2.058 2.294 -0.224
C 0.920 -0.649 1.896 -0.112
H 1.961 -0.684 1.572 0.127
H 0.855 0.022 2.754 0.128
C 0.036 -0.122 0.764 -0.132
N 0.082 -1.018 -0.367 -0.043
C 0.661 -0.805 -1.571 -0.436
O 0.700 -1.671 -2.423 0.068
C 1.229 0.598 -1.826 -0.239
C 0.126 1.619 -1.868 -0.207
C 0.296 2.880 -1.299 -0.019
C -0.705 3.826 -1.370 0.017
C -1.894 3.509 -2.017 -0.153
C -2.080 2.259 -2.598 0.025
C -1.069 1.324 -2.522 0.006
H -1.199 0.351 -2.972 0.129
H -3.011 2.044 -3.098 0.122
N -2.945 4.488 -2.086 -0.365
O -3.969 4.178 -2.659 0.081
O -2.748 5.566 -1.564 0.079
H -0.587 4.807 -0.935 0.121
H 1.223 3.122 -0.800 0.123
C 1.974 0.604 -3.165 -0.035
H 1.298 0.330 -3.970 0.087
H 2.782 -0.121 -3.141 0.087
H 2.383 1.592 -3.363 0.086
H 1.942 0.844 -1.032 0.146
C -0.389 -2.350 -0.040 -0.126
C 0.481 -2.965 1.054 -0.105
H 1.503 -3.069 0.682 0.137
H 0.103 -3.954 1.313 0.126
H -1.429 -2.283 0.297 0.134
H -0.343 -2.951 -0.950 0.123
H -1.004 -0.070 1.111 0.137
H 0.340 0.882 0.480 0.106
H -0.520 -2.044 2.730 0.155
H 2.976 -5.131 3.652 0.076
H 2.819 -6.005 5.182 0.078
H 1.534 -6.110 3.968 0.078
```

Computed properties:
- Energy above the lowest of the compared OMol25 structures with the same formula, charge and spin: 3.081 eV
- Frontier orbital gap: 8.90 eV
- E: -1146.6680 Eh
- SMILES: CCOC(=O)C1CCN(C(=O)[C@@H](C)c2ccc([N+](=O)[O-])cc2)CC1
- Strongest force on any atom: 1.36 eV Å⁻¹